Entry 1:
{
  "formula": "C22H25F2N5",
  "method": "ωB97M-V/def2-TZVPD",
  "species": ["F", "C", "C", "C", "C", "C", "C", "H", "H", "H", "H", "H", "F", "C", "C", "C", "C", "C", "C", "H", "H", "H", "H", "H", "C", "C", "N", "H", "H", "H", "C", "C", "N", "H", "H", "H", "C", "C", "N", "H", "H", "H", "C", "C", "N", "H", "H", "H", "C", "C", "N", "H", "H", "H"],
  "positions_angstrom": [[-3.761, -3.937, -1.288], [-3.494, -4.108, 0.046], [-4.290, -4.977, 0.813], [-4.041, -5.213, 2.195], [-2.823, -4.612, 2.668], [-2.097, -3.671, 1.954], [-2.390, -3.441, 0.664], [-5.152, -5.387, 0.309], [-4.710, -5.787, 2.820], [-2.612, -4.794, 3.711], [-1.291, -3.135, 2.431], [-1.741, -2.845, 0.039], [0.989, -0.550, -3.758], [2.039, 0.129, -3.145], [3.267, -0.409, -2.961], [4.287, 0.377, -2.324], [4.023, 1.708, -2.171], [2.723, 2.205, -2.268], [1.729, 1.398, -2.781], [3.326, -1.473, -3.139], [5.316, 0.048, -2.353], [4.917, 2.279, -1.970], [2.445, 3.186, -1.913], [0.818, 1.906, -3.062], [2.717, -1.239, 0.443], [3.329, -0.854, 1.685], [3.856, -0.511, 2.682], [1.981, -0.513, 0.098], [2.251, -2.219, 0.538], [3.496, -1.342, -0.313], [0.495, 6.732, -2.608], [0.258, 5.317, -2.186], [0.002, 4.218, -1.830], [-0.110, 6.796, -3.513], [1.529, 6.943, -2.880], [0.141, 7.496, -1.916], [-0.011, -1.063, 4.642], [-0.873, -2.037, 5.334], [-1.592, -2.761, 5.912], [0.623, -1.639, 3.969], [0.506, -0.415, 5.349], [-0.586, -0.464, 3.935], [-2.274, 1.593, -1.638], [-3.379, 1.484, -0.697], [-4.270, 1.474, 0.044], [-2.573, 1.537, -2.685], [-1.540, 0.839, -1.355], [-1.944, 2.617, -1.468], [0.270, 1.961, 0.557], [-0.272, 0.636, 0.974], [-0.689, -0.369, 1.337], [0.251, 1.859, -0.528], [1.282, 2.182, 0.897], [-0.353, 2.843, 0.703]],
  "forces_ev_per_a": [[0.644, -0.303, 3.206], [0.072, -0.140, -1.203], [-1.081, -0.733, 1.614], [0.875, 1.234, -3.572], [-1.957, -0.474, 1.700], [0.636, 0.275, 0.110], [0.312, 0.360, -1.856], [-0.138, -0.177, 0.093], [0.153, -0.115, -0.055], [0.504, -0.010, 0.130], [0.124, -0.084, -0.039], [-0.129, 0.409, 0.050], [1.266, -0.040, 0.535], [-1.769, -0.414, -0.958], [0.885, -0.842, 1.494], [-1.275, -1.001, -2.851], [0.578, 0.283, 0.961], [0.302, -0.068, 0.241], [0.097, 1.965, 0.041], [0.572, -0.090, -0.278], [-0.034, -0.328, 0.432], [-0.383, 0.704, 0.449], [0.248, 0.259, -0.363], [-0.467, -0.447, 0.263], [-0.037, -0.523, -0.733], [1.778, 1.402, 3.531], [-1.674, -1.060, -2.917], [0.101, -0.039, 0.068], [-0.145, 0.067, 0.074], [-0.049, 0.129, -0.023], [-0.448, -0.917, -0.542], [-0.533, -2.428, 1.611], [0.946, 3.751, -1.330], [0.073, 0.391, -0.142], [-0.025, -0.309, 0.154], [-0.028, -0.447, 0.248], [-0.491, -0.565, -0.442], [-1.734, -1.006, 1.394], [1.751, 1.508, -1.651], [0.642, 0.175, 0.391], [0.183, -0.282, -0.174], [-0.327, 0.132, 0.350], [-0.293, 0.480, 0.462], [-1.718, -0.202, 0.598], [1.141, -0.139, -0.770], [-0.119, -0.333, 0.180], [0.177, 0.212, -0.401], [0.724, -0.126, -0.208], [-0.403, -0.780, -0.984], [0.345, 1.609, 0.796], [-0.032, -0.370, -0.259], [0.596, 0.294, -0.143], [-0.097, -0.411, 0.101], [-0.338, -0.436, 0.619]],
  "multiplicity": 2,
  "lumo_energy_ev": [-4.2, -8.2],
  "total_charge": 1,
  "total_energy_ha": -1326.4079,
  "fmax_ev_per_a": 4.195,
  "molar_mass_g_mol": 397.47
}


Entry 2:
{
  "formula": "C22H25N3O4S",
  "method": "ωB97M-V/def2-TZVPD",
  "species": ["C", "C", "H", "H", "O", "C", "C", "C", "C", "C", "C", "C", "C", "N", "C", "H", "H", "H", "S", "O", "O", "N", "C", "C", "N", "C", "C", "C", "C", "C", "C", "O", "C", "H", "H", "H", "H", "H", "H", "H", "C", "C", "H", "H", "H", "H", "H", "H", "H", "H", "H", "H", "H", "H", "H"],
  "positions_angstrom": [[-7.451, -0.623, 0.461], [-6.496, -1.800, 0.304], [-6.161, -1.882, -0.732], [-6.989, -2.728, 0.609], [-5.385, -1.710, 1.185], [-4.359, -0.863, 1.003], [-3.464, -0.816, 2.063], [-2.322, -0.024, 2.024], [-2.047, 0.742, 0.922], [-2.915, 0.743, -0.182], [-2.677, 1.518, -1.338], [-3.559, 1.459, -2.382], [-4.684, 0.630, -2.258], [-4.939, -0.089, -1.202], [-4.092, -0.067, -0.155], [-5.413, 0.558, -3.056], [-3.409, 2.039, -3.279], [-1.808, 2.153, -1.361], [-0.546, 1.710, 0.913], [-0.818, 3.069, 0.540], [0.126, 1.492, 2.166], [0.260, 1.006, -0.388], [0.756, -0.329, -0.124], [2.085, -0.310, 0.632], [3.041, 0.501, -0.101], [4.401, 0.282, 0.137], [5.255, 1.285, 0.583], [6.613, 1.064, 0.740], [7.143, -0.179, 0.465], [6.314, -1.198, 0.020], [4.958, -0.983, -0.157], [4.090, -1.938, -0.628], [4.608, -3.189, -1.004], [3.757, -3.757, -1.377], [5.355, -3.095, -1.799], [5.049, -3.719, -0.153], [6.747, -2.161, -0.201], [8.199, -0.367, 0.588], [7.249, 1.864, 1.089], [4.853, 2.256, 0.826], [2.569, 1.863, -0.230], [1.258, 1.845, -1.020], [0.839, 2.850, -1.083], [1.434, 1.452, -2.026], [3.307, 2.451, -0.780], [2.378, 2.332, 0.749], [2.466, -1.325, 0.722], [1.913, 0.107, 1.635], [-0.004, -0.855, 0.456], [0.887, -0.830, -1.088], [-1.637, 0.003, 2.856], [-3.680, -1.423, 2.928], [-7.730, -0.504, 1.505], [-8.346, -0.802, -0.127], [-6.979, 0.291, 0.112]],
  "forces_ev_per_a": [[0.381, -0.244, 0.094], [-0.712, -0.096, -0.399], [-0.114, -0.113, 0.275], [0.075, 0.115, -0.044], [0.357, 0.141, 0.099], [0.411, -0.041, 0.513], [-0.404, -0.077, -0.281], [0.171, 0.203, -0.102], [0.734, 0.249, 0.295], [-0.443, -0.214, -0.098], [-0.313, 0.020, -0.390], [0.287, 0.052, 0.284], [-0.084, -0.052, 0.009], [-0.236, -0.113, -0.270], [0.534, 0.371, 0.015], [-0.010, 0.064, -0.140], [0.030, 0.059, -0.070], [-0.035, 0.070, -0.155], [-0.242, -0.399, -0.171], [-0.060, 0.047, -0.234], [-0.098, -0.208, -0.025], [-0.707, 0.473, 0.711], [0.237, -0.527, 0.346], [-0.219, -0.256, 0.143], [-0.092, 0.040, -0.260], [0.166, -0.103, -0.028], [-0.180, -0.113, 0.003], [0.199, -0.039, 0.012], [0.025, 0.128, 0.039], [-0.091, -0.205, -0.060], [-0.087, -0.088, 0.014], [0.065, 0.537, 0.115], [0.098, -0.234, -0.059], [0.095, -0.005, 0.015], [-0.020, 0.001, 0.044], [-0.004, 0.037, -0.046], [-0.016, -0.100, -0.038], [0.087, -0.014, 0.011], [0.051, 0.067, 0.029], [-0.090, 0.089, 0.006], [-0.113, 0.049, -0.247], [0.324, 0.611, 0.020], [0.145, -0.002, -0.160], [-0.022, 0.021, 0.076], [-0.038, 0.012, 0.062], [0.138, 0.050, -0.055], [-0.082, 0.079, 0.023], [0.106, -0.121, -0.099], [0.079, -0.182, -0.071], [-0.041, 0.003, 0.069], [0.050, -0.056, 0.113], [-0.031, -0.061, 0.082], [-0.085, 0.002, 0.092], [-0.133, -0.003, -0.080], [-0.043, 0.077, -0.025]],
  "lumo_energy_ev": -0.1,
  "smiles": "CCOc1ccc(S(=O)(=O)N2CCN(c3ccccc3OC)CC2)c2cccnc12",
  "total_energy_ha": -1716.7138,
  "fmax_ev_per_a": 1.108,
  "molar_mass_g_mol": 427.53
}


Entry 3:
{
  "formula": "C22H25N3O5",
  "method": "ωB97M-V/def2-TZVPD",
  "species": ["C", "H", "H", "H", "O", "C", "O", "C", "N", "C", "O", "N", "H", "C", "C", "C", "C", "C", "C", "C", "H", "O", "C", "H", "H", "H", "O", "C", "H", "H", "H", "H", "H", "H", "H", "H", "H", "C", "C", "C", "N", "C", "C", "C", "C", "C", "C", "H", "H", "H", "H", "H", "H", "H", "H"],
  "positions_angstrom": [[1.643, -2.441, 1.546], [2.124, -3.413, 1.616], [0.984, -2.279, 2.401], [2.385, -1.641, 1.514], [0.889, -2.456, 0.334], [0.485, -1.281, -0.131], [0.720, -0.221, 0.393], [-0.311, -1.416, -1.432], [-1.105, -0.220, -1.603], [-2.247, -0.135, -0.831], [-2.885, -1.120, -0.520], [-2.638, 1.145, -0.520], [-1.932, 1.854, -0.667], [-3.380, 1.320, 0.728], [-2.449, 0.974, 1.863], [-1.536, 1.890, 2.347], [-0.526, 1.490, 3.212], [-0.395, 0.162, 3.574], [-1.339, -0.775, 3.101], [-2.361, -0.354, 2.274], [-3.076, -1.059, 1.885], [-1.133, -2.070, 3.485], [-2.008, -3.052, 2.979], [-1.627, -4.002, 3.351], [-3.029, -2.904, 3.343], [-2.013, -3.062, 1.885], [0.599, -0.349, 4.359], [1.612, 0.522, 4.792], [2.311, -0.096, 5.353], [1.219, 1.306, 5.447], [2.132, 0.984, 3.945], [0.176, 2.226, 3.569], [-1.592, 2.926, 2.043], [-3.728, 2.353, 0.775], [-4.233, 0.641, 0.698], [-0.536, 0.616, -1.654], [-0.998, -2.262, -1.345], [0.653, -1.626, -2.613], [1.668, -0.533, -2.688], [2.916, -0.533, -2.135], [3.538, 0.662, -2.370], [2.697, 1.468, -3.078], [2.870, 2.764, -3.550], [1.828, 3.332, -4.250], [0.640, 2.632, -4.482], [0.462, 1.348, -4.018], [1.498, 0.747, -3.301], [-0.459, 0.815, -4.201], [-0.150, 3.114, -5.038], [1.928, 4.338, -4.631], [3.789, 3.303, -3.373], [4.463, 0.909, -2.061], [3.414, -1.314, -1.592], [1.150, -2.589, -2.480], [0.064, -1.654, -3.531]],
  "forces_ev_per_a": [[0.213, 0.186, 0.321], [-0.027, 0.028, -0.020], [0.045, -0.003, -0.077], [-0.016, -0.091, 0.021], [-0.030, -0.446, -0.241], [-0.258, 0.393, -0.053], [0.031, -0.155, 0.070], [-0.124, -0.163, 0.046], [0.181, -0.047, -0.271], [0.071, 0.358, -0.532], [-0.184, -0.317, 0.322], [-0.088, 0.265, -0.268], [-0.003, -0.114, 0.049], [0.102, -0.184, 0.070], [-0.047, 0.202, 0.146], [-0.256, -0.091, -0.053], [0.220, -0.120, 0.147], [-0.011, -0.183, 0.036], [0.157, -0.026, 0.126], [0.055, -0.179, 0.196], [-0.020, -0.105, -0.024], [0.164, 0.421, 0.123], [-0.145, -0.157, -0.103], [-0.069, 0.036, -0.040], [0.026, -0.001, -0.030], [-0.009, 0.012, 0.023], [-0.375, -0.140, -0.198], [0.150, 0.151, 0.057], [-0.016, 0.087, -0.021], [0.016, -0.020, -0.039], [-0.023, 0.001, 0.027], [0.106, 0.025, 0.064], [-0.005, 0.127, -0.040], [-0.025, -0.084, 0.015], [-0.004, 0.164, 0.039], [-0.074, -0.025, 0.129], [0.150, 0.127, -0.010], [0.013, 0.096, 0.292], [0.226, -0.268, -0.012], [-0.258, -0.260, -0.107], [0.366, 0.096, 0.157], [-0.477, 0.109, -0.224], [0.060, 0.088, -0.019], [0.152, 0.071, 0.041], [-0.213, 0.023, -0.099], [0.032, 0.046, -0.040], [0.397, 0.229, 0.070], [-0.108, -0.042, -0.022], [-0.070, 0.023, -0.046], [0.025, 0.078, -0.019], [0.076, 0.080, 0.002], [-0.117, -0.033, -0.034], [0.084, -0.137, 0.101], [-0.046, -0.021, -0.064], [-0.022, -0.111, 0.019]],
  "lumo_energy_ev": 0.7,
  "smiles": "COC(=O)[C@H](Cc1c[nH]c2ccccc12)NC(=O)NCc1ccc(OC)c(OC)c1",
  "total_energy_ha": -1393.8430,
  "fmax_ev_per_a": 0.646,
  "molar_mass_g_mol": 411.46
}


Entry 4:
{
  "formula": "C22H25N5S4SbSiTi",
  "method": "ωB97M-V/def2-TZVPD",
  "species": ["Ti", "N", "C", "S", "N", "N", "C", "C", "C", "C", "C", "C", "C", "C", "C", "C", "C", "C", "N", "H", "H", "H", "H", "H", "H", "H", "H", "H", "H", "H", "S", "Sb", "S", "S", "C", "Si", "C", "C", "N", "C", "C", "C", "C", "C", "C", "H", "H", "H", "H", "H", "H", "H", "H", "H", "H", "H", "H", "H", "H"],
  "positions_angstrom": [[-0.213, 0.021, 0.043], [3.666, -0.552, 2.489], [2.421, -0.830, 1.917], [2.350, -1.743, 0.491], [1.418, -0.354, 2.611], [0.211, -0.494, 1.977], [-0.816, -0.859, 2.738], [-0.680, -1.321, 4.142], [-1.200, -2.563, 4.503], [-1.106, -3.027, 5.809], [-0.485, -2.250, 6.776], [0.042, -1.013, 6.424], [-0.047, -0.553, 5.120], [-2.075, -0.918, 2.084], [-3.325, -1.077, 2.735], [-4.468, -1.156, 1.997], [-4.392, -1.077, 0.583], [-3.171, -0.860, 0.016], [-2.031, -0.749, 0.729], [4.393, -0.551, 1.791], [3.636, 0.304, 3.026], [-1.669, -3.178, 3.744], [-1.510, -4.000, 6.062], [-0.403, -2.608, 7.795], [0.537, -0.401, 7.169], [0.377, 0.400, 4.838], [-3.353, -1.115, 3.815], [-5.428, -1.263, 2.488], [-5.272, -1.158, -0.040], [-3.043, -0.753, -1.055], [1.723, 4.654, 0.921], [0.598, 3.341, -0.604], [-1.153, 2.088, 0.658], [1.733, 1.175, -0.684], [0.748, 0.384, -4.142], [-0.798, -0.094, -3.211], [-1.838, 1.428, -2.852], [-1.878, -1.045, -4.458], [-0.510, -0.991, -1.732], [-0.367, -2.383, -1.727], [-0.182, -3.143, -2.897], [-0.111, -4.529, -2.879], [-0.217, -5.235, -1.692], [-0.365, -4.506, -0.516], [-0.432, -3.126, -0.530], [0.464, 0.893, -5.070], [1.331, -0.504, -4.401], [1.384, 1.037, -3.544], [-1.448, 2.294, -3.393], [-1.888, 1.722, -1.803], [-2.861, 1.244, -3.198], [-2.432, -0.292, -5.028], [-2.601, -1.704, -3.973], [-1.310, -1.642, -5.173], [-0.047, -2.642, -3.841], [0.041, -5.056, -3.815], [-0.159, -6.316, -1.676], [-0.406, -5.014, 0.440], [-0.498, -2.618, 0.420]],
  "forces_ev_per_a": [[1.712, 0.982, -0.663], [-0.068, -0.093, -0.123], [0.312, 0.322, 0.495], [-0.307, -0.162, -0.234], [0.025, -0.084, -0.325], [-0.507, -0.454, 0.664], [0.015, -0.158, 0.030], [0.035, 0.191, -0.023], [0.027, -0.048, 0.044], [0.005, 0.030, -0.044], [0.001, -0.008, 0.021], [0.027, 0.040, -0.025], [-0.040, 0.012, 0.005], [-0.317, 0.045, 0.097], [0.213, -0.079, -0.006], [-0.123, 0.008, -0.137], [-0.024, -0.018, 0.128], [0.157, 0.070, -0.009], [-0.346, -0.233, 0.176], [0.004, 0.006, 0.011], [0.006, 0.000, -0.021], [-0.006, 0.011, -0.007], [0.005, -0.001, 0.016], [-0.005, -0.001, -0.001], [-0.006, -0.015, 0.016], [0.010, 0.003, -0.006], [-0.005, -0.026, 0.004], [0.002, -0.008, 0.001], [-0.009, 0.002, 0.006], [-0.033, -0.004, -0.006], [-0.049, -0.075, -0.055], [0.016, 0.139, 0.170], [-0.052, -0.312, -0.271], [-0.257, 0.167, -0.056], [0.094, -0.076, -0.079], [-0.082, -0.175, 0.293], [0.017, 0.122, -0.024], [-0.003, 0.058, -0.046], [-0.196, -0.248, 0.115], [-0.349, 0.192, -0.070], [0.198, -0.040, 0.022], [-0.001, 0.049, -0.032], [-0.010, -0.027, 0.029], [0.035, 0.007, -0.035], [-0.042, -0.094, 0.045], [0.043, 0.015, -0.005], [0.009, 0.010, -0.009], [-0.028, 0.014, 0.017], [-0.017, -0.032, -0.059], [0.015, -0.061, -0.005], [-0.015, 0.025, 0.023], [-0.022, -0.033, -0.010], [0.003, 0.008, 0.036], [-0.002, -0.013, 0.003], [0.003, 0.064, -0.059], [-0.002, -0.005, 0.004], [0.002, 0.000, -0.001], [-0.006, -0.017, -0.003], [-0.060, 0.011, -0.024]],
  "multiplicity": 2,
  "lumo_energy_ev": [4.4, 4.4],
  "total_charge": -2,
  "total_energy_ha": -4099.3465,
  "fmax_ev_per_a": 2.082,
  "molar_mass_g_mol": 685.46
}